a.
ORCA calculation (ωB97M-V/def2-TZVPD) on a cluster of 5 separate species, C5H20O4 in total.

The geometry in ORCA input format:
```
! wB97M-V def2-TZVPD RIJCOSX def2/J DEFGRID3
* xyz 0 1
C 0.933 -2.566 0.715
C 0.680 -1.057 0.917
C 0.751 -0.211 -0.371
C 2.150 -0.230 -0.969
C 2.931 0.834 -0.299
H 0.559 -3.129 1.577
H 1.989 -2.673 0.624
H 0.507 -2.886 -0.217
H 1.456 -0.777 1.522
H -0.165 -0.840 1.446
H 0.027 -0.470 -1.161
H 0.477 0.825 -0.243
H 2.611 -1.165 -0.891
H 1.971 -0.013 -1.977
H 3.878 1.105 -0.900
H 2.471 1.777 -0.014
H 3.301 0.420 0.619
O -3.478 -0.955 0.524
H -3.031 -0.580 1.266
H -3.982 -0.245 0.249
O -1.170 2.501 -0.082
H -0.355 2.988 -0.334
H -1.435 2.196 -0.885
O -1.912 0.585 2.079
H -2.719 1.134 2.063
H -1.324 0.994 1.401
O -2.425 1.149 -2.106
H -2.181 0.881 -2.960
H -2.514 0.408 -1.593
*
```

- SMILES string = CCCCC.O.O.O.O
- lowest unoccupied orbital energy (eV) = 0.424
- HOMO-LUMO gap (eV) = 11.174

b.
ORCA calculation (ωB97M-V/def2-TZVPD) on a cluster of 5 separate species, C5H20O4 in total.

The geometry in ORCA input format:
```
! wB97M-V def2-TZVPD RIJCOSX def2/J DEFGRID3
* xyz 0 1
C -0.358 3.211 1.123
C -0.213 1.666 0.991
C -0.141 1.233 -0.452
C -1.377 1.541 -1.343
C -2.528 0.623 -0.992
H 0.427 3.578 1.776
H -1.320 3.634 1.416
H -0.225 3.625 0.119
H -1.019 1.114 1.472
H 0.700 1.459 1.526
H 0.761 1.573 -0.984
H 0.060 0.165 -0.613
H -1.577 2.605 -1.230
H -1.025 1.385 -2.364
H -3.395 0.830 -1.622
H -2.267 -0.430 -0.966
H -2.858 0.820 0.035
O 2.664 -1.066 0.607
H 2.819 -0.254 1.097
H 1.941 -1.498 1.112
O -0.673 -2.478 -0.173
H -1.237 -3.103 -0.627
H 0.082 -2.201 -0.692
O 0.751 -2.324 2.003
H 0.461 -1.972 2.854
H -0.034 -2.280 1.483
O 1.246 -1.347 -1.925
H 0.827 -0.517 -2.131
H 2.016 -1.390 -1.348
*
```

- SMILES string = CCCCC.O.O.O.O
- lowest unoccupied orbital energy (eV) = 0.643
- HOMO-LUMO gap (eV) = 11.564

Energies in hartree, measured from the most stable structure: a 0.0337; b 0.0000.

a.
ORCA calculation (ωB97M-V/def2-TZVPD) on the ion C3H7N2O2 with charge +1.

The geometry in ORCA input format:
```
! wB97M-V def2-TZVPD RIJCOSX def2/J DEFGRID3
* xyz 1 1
C 1.331 0.175 -0.818
C -0.090 -0.144 0.890
C 0.516 -0.426 -1.622
N -0.637 -1.034 -1.180
N -0.886 1.149 0.994
O -0.718 -1.132 0.240
O 0.537 -0.369 2.033
H 2.234 0.834 -0.962
H 0.839 -0.588 -2.708
H -1.068 -1.862 -1.569
H -1.918 0.907 0.842
H -0.897 1.694 0.057
H -0.694 1.440 1.903
H 1.451 -0.644 1.901
*
```

- lowest unoccupied orbital energy (eV) = -3.897
- HOMO-LUMO gap (eV) = 9.129

b.
ORCA calculation (ωB97M-V/def2-TZVPD) on the ion C3H7N2O2 with charge +1.

The geometry in ORCA input format:
```
! wB97M-V def2-TZVPD RIJCOSX def2/J DEFGRID3
* xyz 1 1
C 0.112 1.825 0.110
N -0.397 0.496 0.140
C 0.258 -0.723 -0.284
C -0.964 -1.765 0.063
O -2.129 -1.003 -0.021
N -1.937 0.274 -0.087
O -2.667 1.165 -0.322
H 0.983 1.917 0.624
H 0.332 2.140 -0.889
H -0.774 2.321 0.540
H 0.953 -1.105 0.427
H 0.462 -0.733 -1.296
H -1.023 -2.583 -0.569
H -0.825 -2.062 1.072
*
```

- SMILES string = CN1CCO[N+]1=O
- lowest unoccupied orbital energy (eV) = -6.060
- HOMO-LUMO gap (eV) = 9.197

Energies in hartree, measured from the most stable structure: a 0.0000; b 0.0149.

a.
ORCA calculation (ωB97M-V/def2-TZVPD) on a cluster of 2 separate species, C3H7N2O2 in total.

The geometry in ORCA input format:
```
! wB97M-V def2-TZVPD RIJCOSX def2/J DEFGRID3
* xyz 1 1
C 1.035 0.315 -0.152
C 0.478 1.669 -0.144
C -0.694 0.490 1.312
N -1.272 -1.957 -1.317
N 0.338 -0.317 0.951
O -0.735 -2.823 -0.653
O -0.702 1.653 0.682
H 0.881 -0.286 -1.023
H 2.116 0.338 -0.076
H 1.124 2.416 0.329
H 0.227 1.968 -1.150
H -1.412 0.287 2.008
H -2.033 -2.411 -1.905
H 0.649 -1.343 1.136
*
```

- lowest unoccupied orbital energy (alpha / beta) (eV) = -4.517 / -4.516
- HOMO-LUMO gap (alpha / beta) (eV) = 9.193 / 9.194

b.
ORCA calculation (ωB97M-V/def2-TZVPD) on a cluster of 2 separate species, C3H7N2O2 in total.

The geometry in ORCA input format:
```
! wB97M-V def2-TZVPD RIJCOSX def2/J DEFGRID3
* xyz 1 1
C 3.751 0.152 -0.315
C 3.278 -0.768 0.303
C -2.720 1.204 0.029
N -0.364 1.420 -0.424
N 0.732 1.030 -0.030
O 0.796 0.014 0.764
O -1.422 0.685 -0.114
H 4.150 1.030 -0.686
H 1.866 -0.242 0.718
H 2.823 -1.697 0.662
H -3.274 0.276 0.382
H -2.950 1.574 -0.979
H -2.750 2.164 0.675
H -0.241 2.147 -1.182
*
```

- lowest unoccupied orbital energy (eV) = -4.726
- HOMO-LUMO gap (eV) = 10.657

Energies in hartree, measured from the most stable structure: a 0.0000; b 0.1528.